# 1
53
Properties=species:S:1:pos:R:3:forces:R:3 method="wB97M-V/def2-TZVPD" orbital_gap_ev="2.260 / 2.581" total_energy_ev=-62675.4449 homo_ha="-0.71492 / -0.71489" total_charge=+4
Pt -1.32800 0.71962 -0.33594 0.1 0.2 1.7
C -1.44982 4.02075 0.95454 -0.3 -0.2 -0.3
C -2.91142 3.67906 1.17450 0.2 0.0 0.1
S -3.48643 2.35881 0.04453 1.4 -1.1 -0.1
C -4.40598 1.20534 1.13439 0.2 0.0 -0.2
C -3.66471 0.62634 2.32104 0.1 0.1 -0.1
S -2.10021 -0.24246 1.87849 0.7 1.3 -1.4
C -0.85161 0.55013 2.95655 0.3 0.0 0.0
C -0.66567 2.04933 2.83059 -0.2 -0.1 0.0
S -0.28313 2.61960 1.12330 -0.4 -0.9 -0.2
H -1.14510 4.78469 1.67740 0.2 0.0 0.0
H -1.28756 4.43027 -0.04585 0.2 0.0 0.1
H -3.49934 4.57509 0.94559 -0.2 -0.1 -0.1
H -3.14687 3.39304 2.19783 0.0 0.0 0.0
H -4.73297 0.40488 0.46772 -0.1 0.1 -0.1
H -5.29759 1.73923 1.47869 0.0 0.0 -0.1
H -4.30733 -0.14948 2.74693 0.1 -0.1 0.1
H -3.45786 1.35025 3.10720 0.1 0.0 0.0
H 0.07753 0.03279 2.69873 -0.1 -0.2 0.0
H -1.10393 0.29211 3.98912 -0.1 -0.1 0.0
H 0.21091 2.32193 3.42918 0.0 0.0 -0.1
H -1.50569 2.62376 3.21516 0.0 0.0 -0.1
C 0.58375 0.89191 -5.20711 1.6 0.2 -1.0
O -0.76762 0.88022 -4.77124 -1.5 -0.3 1.5
C -1.11975 0.70605 -3.53633 -0.5 0.4 -1.7
O -0.39241 0.53454 -2.55648 0.3 0.3 1.9
N -2.48484 0.74163 -3.39707 0.2 0.1 0.2
N -3.03679 0.31492 -2.19551 0.5 -1.1 -0.2
H 0.75048 1.84293 -5.72954 -0.1 -0.2 0.3
H 0.69418 0.09823 -5.95336 -0.1 0.1 0.3
H 1.28602 0.76660 -4.38498 -0.1 0.0 0.0
H -3.06649 0.93755 -4.21040 -0.2 0.0 0.2
H -3.03927 -0.71270 -2.12369 -0.1 0.2 -0.2
H -3.99941 0.64554 -2.13615 0.0 0.1 0.1
C 5.21622 -2.22129 0.88575 0.0 0.6 1.4
C 4.36779 -3.34374 0.35066 1.5 -1.1 -1.6
C 3.92749 -4.37400 1.35673 -1.0 -0.7 0.4
C 3.30024 -2.94165 -0.68922 1.4 -1.1 -0.1
N 2.28247 -2.03315 -0.18940 -1.9 1.3 -0.8
C 1.32434 -1.40567 -0.89746 0.5 -0.4 -0.3
N 0.61618 -0.67688 -0.05246 -1.4 0.7 -0.9
N 1.15014 -0.87627 1.14589 -0.8 0.8 1.3
N 2.12372 -1.67379 1.07651 0.8 -0.4 0.5
H 6.19922 -2.57412 1.23656 -0.3 -0.1 -0.5
H 4.77893 -1.81170 1.80649 -0.1 0.3 -0.3
H 5.37888 -1.43168 0.15670 0.1 0.1 0.0
H 5.11019 -3.90718 -0.27294 -0.8 0.4 -0.1
H 2.89594 -4.19856 1.68475 0.2 0.1 0.4
H 4.59079 -4.40215 2.21923 -0.1 0.1 0.0
H 3.90604 -5.39613 0.95095 0.1 0.4 -0.1
H 2.80235 -3.84507 -1.06103 -0.1 0.2 0.1
H 3.78610 -2.45122 -1.54131 -0.2 0.1 0.2
H 1.17787 -1.46826 -1.95427 0.0 -0.1 -0.3

# 2
80
Properties=species:S:1:pos:R:3:forces:R:3 method="wB97M-V/def2-TZVPD" orbital_gap_ev=5.811 total_energy_ev=-231671.6343 homo_ha=-0.07748 total_charge=-2
Y 0.92216 0.11138 -0.44873 -0.1 0.0 -0.1
C 1.00458 7.57784 2.53909 0.0 0.0 0.0
C 2.30501 6.78723 2.68288 0.0 0.0 0.0
C 2.75768 6.87993 4.14715 0.0 0.0 0.0
C 3.36422 7.44603 1.78798 0.0 0.0 0.0
C 2.13475 5.32305 2.28108 0.1 0.0 0.0
C 0.93808 4.80058 1.82344 0.0 -0.1 0.0
C 0.87045 3.47027 1.45150 0.0 0.0 0.0
Br -0.77337 2.79487 0.77307 0.0 0.0 0.0
C 1.95799 2.58567 1.50230 0.0 0.1 -0.2
O 1.84957 1.36699 1.06066 0.0 -0.1 0.0
C 3.17960 3.11097 2.00896 0.0 0.0 -0.1
C 3.22736 4.45178 2.35430 -0.1 0.0 0.2
C 4.43403 2.23142 2.04968 0.0 0.0 0.0
C 4.17423 0.84824 2.67412 0.0 0.1 0.1
C 4.94024 2.04571 0.61080 -0.1 0.0 0.0
C 5.54875 2.88491 2.87514 0.1 0.0 0.0
H 1.17062 8.61525 2.84207 0.0 0.0 0.0
H 0.21450 7.16427 3.16884 0.0 0.0 0.0
H 0.65187 7.58016 1.50609 0.0 0.0 0.0
H 2.89514 7.92533 4.44217 0.0 0.0 0.0
H 3.70129 6.35551 4.30391 0.0 0.0 0.0
H 2.01299 6.42829 4.80558 0.0 0.0 0.0
H 3.50192 8.49699 2.06265 0.0 0.0 0.0
H 3.06178 7.39540 0.74054 0.0 0.0 0.0
H 4.32683 6.94120 1.87927 0.0 0.0 0.0
H 0.04951 5.40830 1.72947 0.0 0.0 0.0
H 4.16395 4.85559 2.71427 0.0 0.0 0.0
H 3.61192 0.20264 2.01282 -0.1 0.0 -0.1
H 3.61873 0.93091 3.61259 0.0 0.0 0.0
H 5.13425 0.36858 2.88690 0.0 0.0 0.0
H 4.17490 1.58186 -0.01336 0.1 0.0 0.0
H 5.82415 1.40122 0.59882 0.0 0.0 0.0
H 5.19957 3.01057 0.16759 0.0 0.0 0.0
H 5.21351 3.11369 3.89046 0.0 0.0 0.0
H 5.92918 3.80192 2.41911 -0.1 0.0 0.0
H 6.39011 2.19137 2.94126 0.0 0.0 0.0
S 0.14700 0.39748 -5.61870 0.0 0.0 0.0
S -0.45690 2.01180 -4.42360 0.0 0.0 0.0
S 1.19952 3.02727 -3.82944 0.0 0.0 0.0
S 1.93597 2.36681 -2.02154 0.0 0.0 0.0
F -0.37513 -0.08571 -2.10832 0.0 0.0 0.1
C 2.22181 -2.01673 -5.53109 0.0 0.0 0.0
Te 1.26948 -0.99320 -3.93444 -0.1 0.1 0.0
C -0.29133 -2.38802 -3.71458 0.0 0.0 0.0
H 1.49271 -2.23274 -6.30980 0.0 0.0 0.0
H 2.63810 -2.92673 -5.10742 0.0 0.0 0.0
H 3.00990 -1.37920 -5.92520 0.0 0.0 0.0
H -0.16804 -3.17561 -4.45532 0.0 0.0 0.0
H -1.21777 -1.83879 -3.84561 0.0 0.0 0.0
H -0.20570 -2.76847 -2.70038 0.0 0.0 0.0
O 2.46393 -2.64029 -2.68861 0.0 0.0 0.1
S 2.54880 -2.28633 -1.22486 0.0 0.0 0.0
O 3.44330 -3.17578 -0.53693 0.0 0.0 0.0
O 1.15132 -2.28311 -0.67377 0.1 0.0 0.0
O 2.93977 -0.83830 -1.12228 0.0 0.0 0.0
Ge -0.90313 -1.05963 1.69643 0.0 0.0 0.0
C -2.05525 -2.66201 1.31943 0.0 0.0 0.0
C -1.58990 -3.68889 0.49067 0.0 0.0 0.0
C -2.36195 -4.81308 0.22378 0.0 0.0 0.0
C -3.63304 -4.93819 0.77076 0.0 0.0 0.0
C -4.11930 -3.92727 1.58806 0.0 0.0 0.0
C -3.33597 -2.80990 1.85653 0.0 0.0 0.0
C 0.25597 -1.83585 3.14290 0.0 0.0 0.0
C 1.36843 -2.60811 2.79022 0.0 0.0 0.0
C 2.22259 -3.13481 3.75094 0.0 0.0 0.0
C 1.99048 -2.89476 5.09933 0.0 0.0 0.0
C 0.89601 -2.12655 5.47324 0.0 0.0 0.0
C 0.04405 -1.60881 4.50423 0.0 0.0 0.0
H -1.92406 -0.27574 2.61169 0.0 0.0 0.0
H -0.60467 -3.60352 0.04566 0.0 0.0 0.0
H -1.96908 -5.59431 -0.41846 0.0 0.0 0.0
H -4.23795 -5.81359 0.56074 0.0 0.0 0.0
H -5.11072 -4.01129 2.02199 0.0 0.0 0.0
H -3.72795 -2.03249 2.50454 0.0 0.0 0.0
H 1.57972 -2.79979 1.74313 0.0 0.0 0.0
H 3.07935 -3.72227 3.44058 0.0 0.0 0.0
H 2.66120 -3.29601 5.85132 0.0 0.0 0.0
H 0.70686 -1.92807 6.52349 0.0 0.0 0.0
H -0.80632 -1.00878 4.81219 0.0 0.0 0.0

# 3
80
Properties=species:S:1:pos:R:3:forces:R:3 method="wB97M-V/def2-TZVPD" orbital_gap_ev=5.725 total_energy_ev=-107496.3344 homo_ha=-0.24781
Zr -0.14678 -0.84888 0.36828 -1.0 0.2 -1.2
C 2.75148 -1.63333 -2.73361 0.1 0.0 0.0
C 3.80714 -0.75590 -2.51560 -0.1 -0.1 0.0
C 3.92146 -0.14283 -1.28762 -0.1 0.0 0.1
C 2.94995 -0.35788 -0.30427 0.0 -0.4 -0.3
N 1.89789 -1.17553 -0.54022 1.0 0.1 0.0
C 1.83648 -1.81010 -1.72261 0.0 -0.2 0.1
N 3.14148 0.28756 0.89328 0.0 0.2 0.5
C 2.27516 0.49753 1.81615 0.6 0.0 -0.5
N 0.92032 0.20928 1.85208 0.2 0.3 0.5
C 0.41295 0.61187 3.06868 -0.5 0.1 0.3
N -0.77133 0.50632 3.56009 0.4 0.2 0.1
C -1.85183 -0.13017 3.00794 -0.1 -0.3 0.0
C -3.09001 0.10614 3.62770 0.0 -0.1 -0.1
C -4.21466 -0.54079 3.17848 0.1 0.0 0.0
C -4.09821 -1.45476 2.13237 0.0 0.0 0.0
C -2.86351 -1.64229 1.56572 0.0 -0.2 0.0
N -1.75621 -0.99039 1.96927 -0.3 0.5 0.6
C 1.49171 1.24820 3.84571 0.5 0.0 -0.2
C 1.48786 1.84030 5.09279 -0.1 -0.1 0.0
C 2.69457 2.34399 5.56183 0.0 0.0 0.0
C 3.85616 2.25569 4.79802 0.1 0.0 0.0
C 3.85103 1.66305 3.54148 0.0 -0.1 -0.1
C 2.64969 1.16314 3.07815 -0.4 0.1 0.4
H 2.63501 -2.16027 -3.66981 0.0 0.0 0.0
H 4.52488 -0.56233 -3.30171 0.0 0.0 0.0
H 4.72056 0.54763 -1.06330 0.0 0.0 0.1
H 0.99254 -2.47504 -1.85199 0.0 0.0 0.0
H -3.11276 0.80839 4.44678 0.0 0.0 0.0
H -5.18015 -0.35657 3.63047 0.0 0.0 0.0
H -4.95419 -2.00090 1.76486 0.0 0.0 0.0
H -2.72460 -2.34951 0.75436 0.0 0.0 0.0
H 0.57409 1.89874 5.66854 0.0 0.0 0.0
H 2.73832 2.81391 6.53576 0.0 0.0 0.0
H 4.78118 2.65635 5.19192 0.0 0.0 0.0
H 4.74654 1.59060 2.93879 0.0 0.0 0.0
O 0.07203 -0.24033 -6.61659 0.0 0.0 0.0
C -0.07194 -0.21760 -5.42374 0.0 0.0 0.0
S -1.10735 -1.33698 -4.52765 0.0 0.0 0.2
C -0.81004 -0.67591 -2.91779 0.2 0.2 -0.4
C 0.05647 0.35650 -2.82862 -0.2 -0.1 -0.3
S 0.52984 1.17832 -1.38422 0.0 0.2 0.1
S 0.73983 0.93340 -4.35180 0.0 0.0 0.2
S -1.68240 -1.41439 -1.59800 -0.3 -0.3 -0.2
C 2.26435 -4.84101 -0.25309 -0.2 0.1 0.1
Si 0.44749 -4.53841 0.24026 0.3 -0.5 0.0
C -0.07874 -5.97747 1.36486 0.1 0.3 -0.1
C -0.56876 -4.78604 -1.34626 0.1 0.2 0.3
C 0.31994 -2.91236 1.17549 -0.2 -0.3 -0.5
H 2.51094 -5.90231 -0.18233 0.0 0.0 0.0
H 2.95092 -4.29542 0.39822 0.0 0.0 0.0
H 2.46499 -4.52353 -1.27794 0.0 0.0 0.0
H 0.17218 -6.93449 0.90230 0.0 0.0 0.0
H -1.15564 -5.96823 1.55041 0.0 0.0 0.0
H 0.42485 -5.93113 2.33296 0.0 0.0 0.0
H -0.51598 -5.83891 -1.63614 0.0 0.0 0.1
H -0.19404 -4.20415 -2.18926 0.0 0.0 0.0
H -1.62024 -4.52477 -1.22206 0.0 0.0 0.0
H 1.29810 -2.74787 1.64741 0.0 -0.1 0.0
H -0.39295 -3.05997 1.99359 0.0 -0.1 0.0
C -3.59863 3.87590 -3.52683 0.1 -0.1 0.0
C -2.37971 3.01311 -3.21374 -0.1 0.2 0.0
N -2.50427 2.30132 -1.94918 0.1 0.1 -0.2
C -2.06703 2.61382 -0.73573 -0.4 0.0 0.1
S -2.24454 1.42972 0.49362 0.1 0.0 0.5
N -1.62714 3.81924 -0.35832 0.3 0.0 -0.2
C -1.28830 5.02874 -1.10598 0.0 0.0 -0.1
C 0.17042 5.08503 -1.55030 -0.2 0.0 0.1
H -3.44219 4.41112 -4.46426 0.0 0.0 0.0
H -3.78766 4.60108 -2.73471 0.0 0.0 0.0
H -4.48770 3.25410 -3.63156 0.0 0.0 0.0
H -1.46495 3.60409 -3.20944 0.0 -0.1 -0.1
H -2.25843 2.25786 -3.99027 0.1 0.0 0.0
H -2.83934 1.35137 -2.00394 0.1 -0.1 0.1
H -1.28187 3.79439 0.58773 -0.1 0.0 0.1
H -1.49350 5.86183 -0.43190 -0.1 0.0 -0.1
H -1.95446 5.13318 -1.95827 0.0 0.0 0.1
H 0.83042 5.06718 -0.68194 0.0 0.0 0.0
H 0.35091 6.00644 -2.10648 0.0 0.0 0.0
H 0.41995 4.23230 -2.17728 0.1 -0.1 0.0

# 4
52
Properties=species:S:1:pos:R:3:forces:R:3 method="wB97M-V/def2-TZVPD" orbital_gap_ev=8.189 total_energy_ev=-31794.5932 homo_ha=-0.20716 total_charge=-1
C 0.24039 -2.95941 -1.75050 0.6 -2.1 0.4
C 0.64514 -1.51418 -1.57529 0.8 -1.2 2.9
N -0.08852 -1.23614 -0.23290 1.4 -1.2 -2.7
C 0.99515 0.98572 -0.59293 0.3 0.8 1.8
C -0.14596 0.16774 0.02074 -0.5 -0.3 -3.7
C -0.21678 0.29903 1.45156 -4.2 1.2 1.6
O -0.77035 1.54471 1.70412 0.9 0.7 1.3
H 0.69211 -3.56445 -2.57230 -0.3 0.7 0.3
H -0.82432 -2.86537 -1.86002 -0.6 -0.6 -0.4
H 0.34429 -3.64574 -0.80381 0.2 1.6 -1.5
H 0.31532 -0.85950 -2.34391 -0.9 0.4 -0.6
H 1.75252 -1.27727 -1.51446 -1.1 -0.6 0.1
H 0.43906 -1.74515 0.48686 -0.2 0.4 -0.2
H 0.73574 1.98669 -0.25336 0.6 -0.1 -0.1
H 2.06662 0.80556 -0.32640 -0.9 -0.2 0.6
H 1.07125 1.05372 -1.63975 -0.6 -0.1 -1.4
H -1.09963 0.53872 -0.59626 1.7 -0.5 1.9
H -0.80309 -0.51341 2.00719 -0.3 0.5 -1.1
H 0.66682 0.11208 1.91351 3.6 0.1 1.2
H -3.66702 -0.33926 -0.90534 -1.3 -3.8 -0.1
H -3.70334 0.93911 0.01883 1.5 -1.4 -2.1
O -3.38455 0.51452 -0.89918 0.0 5.1 2.0
H -0.05597 2.45802 2.03087 -0.4 1.0 -0.4
H -0.37196 4.14536 1.81153 -2.6 1.8 -0.4
O 0.36046 3.66585 2.06204 2.5 -2.8 0.8
H -2.22894 -1.96034 0.13449 -0.4 -0.8 0.2
H -3.54945 -2.18632 0.97797 1.6 -1.1 -1.5
O -2.90301 -2.66735 0.35004 -0.9 2.1 1.3
H 2.23338 -2.02486 0.31306 1.4 0.5 0.8
H 3.63972 -1.42123 0.95203 -0.8 0.2 0.2
O 3.21776 -2.01761 0.33113 -0.3 -0.8 -1.1
H -2.00009 0.93949 -3.43702 -1.6 0.8 -0.5
H -3.03454 1.68126 -2.61789 -0.1 -0.8 -1.7
O -2.88460 1.39785 -3.57612 1.7 -0.1 2.1
H 3.79187 0.05612 -0.75185 2.5 -0.6 -1.4
H 4.52708 -1.05395 -1.52412 -0.2 -1.0 -0.2
O 4.68748 -0.17721 -1.20947 -2.0 1.7 1.4
H 0.17837 3.59826 0.18704 0.4 1.0 -0.1
H -0.64671 4.60312 -0.65846 -0.3 0.1 -0.1
O 0.22238 4.21375 -0.60133 -0.1 -0.5 0.2
H -2.32113 1.60684 1.67535 2.7 0.6 0.2
H -3.80102 1.80651 2.03999 -1.5 1.6 1.4
O -3.19771 1.25443 1.62494 -2.1 -2.4 -1.3
H -1.41869 -3.76268 1.58270 -5.7 2.2 -1.5
H -0.09340 -3.52351 1.66112 6.3 6.0 -1.2
O -0.65502 -4.14921 1.77866 -0.8 -8.3 2.6
H 1.12928 -2.58639 3.12369 1.5 -0.4 0.6
H 2.65636 -3.09318 2.97594 7.8 -1.4 4.6
O 1.90119 -2.93009 2.64151 -9.5 1.9 -5.0
H 2.95021 3.59956 -2.00811 2.3 1.9 -0.1
H 1.45344 3.60501 -1.65213 0.7 -0.4 -0.1
O 2.21698 3.05869 -1.97111 -2.6 -1.3 -0.1